The following is a quantum chemistry calculation of 2 unconnected molecules or ions with the total composition C4H12O2 at a distorted geometry, from OMol25.

Computed properties:
E_HOMO in eV: -10.40
Orbital gap in eV: 11.108
LUMO energy in eV: 0.704
SMILES string: CCO.CCO

Element x y z (Å)
C (2.465, 0.046, -0.200)
C (1.254, -0.607, 0.544)
O (1.668, -1.876, 1.211)
H (3.339, -0.144, 0.439)
H (2.407, 1.102, -0.367)
H (2.605, -0.388, -1.236)
H (0.940, 0.123, 1.251)
H (0.445, -0.752, -0.133)
H (1.429, -2.539, 0.551)
C (-2.026, 0.720, -1.067)
C (-1.514, 0.819, 0.359)
O (-2.154, -0.283, 1.156)
H (-1.627, -0.143, -1.642)
H (-1.866, 1.520, -1.690)
H (-3.165, 0.805, -1.050)
H (-0.396, 0.958, 0.276)
H (-1.833, 1.724, 0.868)
H (-1.970, -1.087, 0.730)

Cartesian forces, eV/Å:
-0.008 -1.855 -0.569
2.584 -0.455 -0.063
-0.944 1.677 -1.318
-0.087 0.025 -0.451
-0.454 0.748 0.199
0.085 0.152 1.245
-0.253 -0.091 1.197
-0.611 -0.580 -0.457
0.227 -0.154 0.342
-2.373 -1.305 0.844
-0.436 -0.298 -0.258
1.427 3.331 0.044
-0.575 0.141 0.649
1.312 2.387 -1.163
1.254 -1.082 0.031
-1.234 -0.903 0.773
-0.378 -0.007 -0.095
0.464 -1.733 -0.951

---

The following is a quantum chemistry calculation of 2 unconnected molecules or ions with the total composition C4H12O2 at a distorted geometry, from OMol25.

Computed properties:
E_HOMO in eV: -9.00
Orbital gap in eV: 9.862
LUMO energy in eV: 0.866
SMILES string: CC(C)O.CO

Element x y z (Å)
C (-0.375, 1.158, 0.455)
C (-1.295, 0.189, -0.148)
C (-1.939, 0.593, -1.451)
O (-0.442, -1.244, -0.479)
H (0.735, 0.829, 0.110)
H (-0.259, 1.025, 1.528)
H (-0.594, 2.195, 0.212)
H (-1.998, -0.252, 0.556)
H (-2.510, -0.229, -1.882)
H (-2.618, 1.428, -1.275)
H (-1.184, 0.917, -2.168)
H (-0.336, -1.329, -1.435)
C (2.400, -0.874, 1.274)
O (1.833, -0.428, 0.062)
H (3.304, -0.299, 1.486)
H (2.664, -1.935, 1.223)
H (1.711, -0.750, 2.118)
H (0.902, -0.993, -0.185)

Cartesian forces, eV/Å:
2.942 -0.381 -0.197
0.309 -2.476 -0.863
0.095 -0.138 0.119
-1.428 1.663 0.366
-2.220 1.261 0.462
-0.396 0.152 0.186
-0.088 -0.021 -0.076
-0.072 0.025 -0.161
-0.045 0.001 0.010
0.009 0.002 0.019
0.034 0.053 0.013
-0.340 0.182 -0.111
-0.192 -0.081 -0.157
-0.826 -1.662 -0.686
-0.044 -0.030 -0.054
0.105 -0.025 0.046
-0.019 0.051 0.069
2.175 1.426 1.015

---

The following is a quantum chemistry calculation of 2 unconnected molecules or ions with the total composition C4H12O2 at a distorted geometry, from OMol25.

Computed properties:
E_HOMO in eV: -9.90
Orbital gap in eV: 10.640
LUMO energy in eV: 0.743
SMILES string: CC[C@@H](C)O.O

Element x y z (Å)
C (-0.129, 1.958, -0.280)
C (-0.160, 0.490, 0.158)
C (1.248, -0.131, 0.213)
C (1.210, -1.525, 0.836)
O (1.711, -0.286, -1.133)
H (0.469, 2.587, 0.386)
H (0.316, 2.083, -1.263)
H (-1.130, 2.389, -0.277)
H (-0.781, -0.145, -0.463)
H (-0.676, 0.364, 1.124)
H (1.875, 0.480, 0.868)
H (2.126, -2.017, 0.496)
H (0.415, -2.102, 0.351)
H (1.043, -1.528, 1.909)
H (2.134, 0.556, -1.345)
O (-2.919, -0.825, -0.492)
H (-3.203, -1.510, 0.123)
H (-3.549, -0.836, -1.209)

Cartesian forces, eV/Å:
-0.192 -0.145 0.336
0.321 0.023 0.578
-1.618 -0.599 0.585
-0.082 -0.164 -1.328
0.685 0.656 0.539
0.028 -0.190 0.210
-0.145 -0.097 -0.292
-0.008 -0.019 -0.210
0.146 0.187 -0.569
0.413 0.375 0.095
0.450 0.271 -0.496
0.106 -0.087 0.689
-0.110 0.085 0.160
0.254 0.028 0.054
-0.047 -0.246 -0.327
0.116 -0.086 0.374
-0.022 0.078 -0.136
-0.296 -0.070 -0.261

---

The following is a quantum chemistry calculation of 3 unconnected molecules or ions with the total composition C4H12O3 at a distorted geometry, from OMol25.

Computed properties:
E_HOMO (spin up / spin down) in eV: 0.90 / -6.26
Orbital gap (spin up / spin down) in eV: 2.517 / 9.722
LUMO energy (spin up / spin down) in eV: 3.414 / 3.461
2S+1: 2
Charge: -1

Element x y z (Å)
C (-1.766, -0.364, -2.512)
C (1.709, -1.286, -1.023)
O (1.579, -2.690, -0.753)
C (0.570, -0.644, -1.727)
C (-0.711, -0.920, -1.570)
H (-2.687, -0.964, -2.537)
H (-2.130, 0.567, -2.082)
H (-1.365, -0.262, -3.515)
H (2.096, -0.887, -0.055)
H (2.554, -1.254, -1.730)
H (0.766, -2.818, -0.241)
H (0.890, 0.226, -2.320)
H (-0.966, -1.719, -0.871)
H (-1.295, 4.704, 4.355)
H (-2.536, 5.750, 4.133)
O (-1.615, 5.544, 3.978)
H (1.030, 0.064, 1.657)
H (0.716, -0.894, 2.858)
O (0.566, -0.766, 1.907)

Cartesian forces, eV/Å:
-0.467 -0.191 1.290
1.572 -1.146 0.489
-0.796 -0.068 -0.243
0.429 1.108 0.672
-0.214 -0.830 -0.835
0.461 -0.249 -0.126
0.129 0.476 -0.391
-0.092 0.285 -0.056
-0.708 0.645 -0.795
-0.089 0.094 0.240
0.397 0.140 0.104
-0.313 -0.456 -0.176
-0.224 0.258 -0.158
-0.914 0.445 -0.126
-0.092 -0.725 0.381
1.037 0.242 -0.291
-0.252 -0.255 0.512
0.075 0.298 0.031
0.062 -0.069 -0.522

---

The following is a quantum chemistry calculation of 4 unconnected molecules or ions with the total composition C4H12O3 at a distorted geometry, from OMol25.

Computed properties:
E_HOMO in eV: -8.37
Orbital gap in eV: 9.133
LUMO energy in eV: 0.758
SMILES string: C=CC=C.O.O.O

Element x y z (Å)
C (2.292, 2.245, -0.879)
C (1.652, 1.353, -1.675)
C (1.295, 0.011, -1.185)
C (0.488, -0.811, -1.853)
H (2.642, 1.830, 0.053)
H (2.294, 3.223, -1.331)
H (1.561, 1.623, -2.723)
H (1.838, -0.172, -0.262)
H (0.018, -1.667, -1.382)
H (0.221, -0.695, -2.895)
O (-0.267, -4.589, -0.792)
H (-0.945, -5.051, -0.308)
H (0.151, -5.306, -1.254)
O (-1.907, 0.562, 0.584)
H (-1.667, -0.344, 0.817)
H (-2.813, 0.729, 0.824)
O (-2.066, 2.089, 4.229)
H (-1.241, 1.844, 4.657)
H (-2.510, 2.691, 4.842)

Cartesian forces, eV/Å:
-1.489 -1.722 -1.805
1.490 0.151 0.370
0.619 0.879 -1.074
-0.113 -0.581 0.581
0.031 1.000 0.541
0.949 0.451 0.798
-0.868 -0.060 0.073
-0.903 -0.511 0.435
0.523 -0.300 -0.021
-0.219 0.650 0.097
-0.050 0.373 0.098
-0.529 -0.003 0.433
0.569 -0.346 -0.525
0.836 -0.048 -0.335
-0.402 0.305 0.015
-0.415 -0.237 0.318
-0.236 0.162 0.144
-0.007 0.045 0.020
0.215 -0.210 -0.163

---

The following is a quantum chemistry calculation of 3 unconnected molecules or ions with the total composition C4H12O3 at a distorted geometry, from OMol25.

Computed properties:
E_HOMO in eV: -8.50
Orbital gap in eV: 8.926
LUMO energy in eV: 0.427
SMILES string: C/C=C(/C)O.O.O

Element x y z (Å)
C (-2.010, 0.906, 0.863)
C (-1.597, -0.414, 0.297)
C (-0.775, -0.535, -0.751)
C (-0.554, -1.789, -1.545)
O (-0.171, 0.562, -1.333)
H (-1.127, 1.507, 1.114)
H (-2.626, 1.468, 0.175)
H (-2.569, 0.824, 1.786)
H (-1.868, -1.369, 0.727)
H (0.379, -1.724, -2.088)
H (-0.571, -2.678, -0.923)
H (-1.368, -1.933, -2.256)
H (0.353, 1.014, -0.646)
O (1.571, 1.879, 0.433)
H (0.840, 2.252, 0.951)
H (1.889, 1.125, 0.950)
O (3.386, -0.660, 0.990)
H (3.178, -0.678, 0.050)
H (3.640, 0.242, 1.204)

Cartesian forces, eV/Å:
0.458 -0.024 0.555
0.767 -0.586 -0.428
-0.315 0.353 -0.281
-0.296 -0.093 0.308
-0.021 -0.222 0.101
-0.203 0.125 -0.099
-0.045 0.212 -0.328
-0.130 -0.232 0.182
-0.553 0.178 0.191
0.213 -0.085 -0.101
0.140 -0.081 0.208
0.041 0.184 -0.196
-0.075 0.202 -0.315
-0.272 -0.017 0.262
0.367 -0.007 -0.038
-0.197 -0.005 0.013
-0.299 0.013 0.183
0.101 0.112 -0.027
0.319 -0.027 -0.190

---

The following is a quantum chemistry calculation of 2 unconnected molecules or ions with the total composition C4H12O3, from OMol25.

Computed properties:
E_HOMO in eV: -9.91
Orbital gap in eV: 10.577
LUMO energy in eV: 0.668
SMILES string: C[C@@H](O)CCO.O

Element x y z (Å)
C (-0.210, 1.339, 1.226)
C (0.782, 0.475, 0.435)
O (0.872, -0.798, 1.066)
C (0.333, 0.381, -1.022)
C (1.260, -0.477, -1.847)
O (0.810, -0.575, -3.180)
H (-0.631, 2.132, 0.602)
H (-0.946, 0.618, 1.593)
H (0.294, 1.701, 2.114)
H (1.795, 0.877, 0.547)
H (0.181, -1.378, 0.724)
H (0.231, 1.410, -1.361)
H (-0.666, -0.070, -1.005)
H (1.312, -1.480, -1.404)
H (2.296, -0.124, -1.783)
H (0.855, -1.477, -3.507)
O (-2.535, -0.917, 2.051)
H (-2.782, -0.106, 2.508)
H (-3.252, -1.531, 2.243)

Cartesian forces, eV/Å:
0.387 -0.780 0.007
-0.320 0.129 0.243
0.295 -0.431 -0.142
0.204 -0.175 0.792
0.289 -0.741 0.313
-0.181 0.324 -0.540
-0.048 -0.018 0.394
-0.260 0.487 -0.327
-0.021 0.486 0.114
-0.074 0.091 -0.361
-0.096 0.195 0.152
0.099 -0.057 -0.507
-0.057 0.094 -0.184
-0.160 0.115 0.082
-0.071 0.330 -0.242
0.129 0.062 0.200
-0.207 -0.106 0.046
0.018 -0.030 -0.014
0.074 0.023 -0.026

---

The following is a quantum chemistry calculation of 2 unconnected molecules or ions with the total composition C4H12O3 at a distorted geometry, from OMol25.

Computed properties:
E_HOMO in eV: -10.28
Orbital gap in eV: 10.945
LUMO energy in eV: 0.669
SMILES string: OCCCCO.O

Element x y z (Å)
O (-2.081, -0.245, 0.611)
C (-0.973, 0.450, -0.017)
C (0.375, -0.252, 0.215)
C (1.515, 0.667, -0.181)
C (3.003, 0.239, 0.229)
O (3.272, -1.016, -0.361)
H (-2.410, -1.006, 0.132)
H (-1.245, 0.551, -1.082)
H (-1.104, 1.447, 0.384)
H (0.352, -0.625, 1.249)
H (0.282, -1.093, -0.498)
H (1.382, 1.727, 0.119)
H (1.597, 0.694, -1.345)
H (3.144, 0.135, 1.329)
H (3.792, 0.941, -0.134)
H (3.959, -1.557, 0.109)
O (-5.317, -0.267, -0.261)
H (-4.873, -0.827, 0.412)
H (-4.669, 0.036, -0.912)

Cartesian forces, eV/Å:
0.199 0.228 0.482
-1.505 -0.503 -0.286
-1.298 0.164 -0.661
2.591 0.262 -1.778
-0.394 0.027 0.582
0.560 -1.495 -0.042
0.482 -0.077 -0.405
0.595 -0.069 0.109
0.627 0.277 0.336
0.402 0.172 -0.275
0.672 -0.033 0.675
-0.115 -0.642 0.093
-0.385 0.018 1.875
-0.428 0.359 -0.473
-0.927 0.057 0.200
-1.033 1.192 -0.474
0.066 -0.485 0.370
-0.150 0.797 -0.866
0.040 -0.251 0.537